No. 1
{"formula": "C4H6N2O", "method": "wB97M-V/def2-TZVPD", "symbols": ["N", "C", "C", "C", "O", "C", "N", "H", "H", "H", "H", "H", "H"], "coordinates": [[-1.33980, 1.31955, -0.06228], [-0.19104, 0.49902, -0.08074], [1.12267, 1.13135, 0.17698], [2.04072, 0.12149, 0.09913], [1.38040, -1.14054, -0.21560], [-0.06877, -0.80089, -0.16881], [-1.12458, -1.57590, 0.16256], [-2.36455, 0.82385, 0.19450], [-1.31090, 2.05492, -0.72145], [1.26457, 2.30560, 0.30004], [3.19358, -0.36233, -0.08582], [-1.10934, -2.11940, 0.98159], [-1.49296, -2.25671, -0.58011]], "atomic_forces_ev_per_a": [[-3.0, -2.9, 2.3], [0.7, 4.0, 0.6], [0.8, 1.4, -0.7], [1.4, -4.2, -2.1], [-2.4, 2.1, 1.6], [2.9, -0.5, 0.2], [-2.3, -3.3, -3.1], [4.1, 1.8, -1.5], [-0.5, 0.5, -0.6], [-0.1, -3.0, -0.2], [-3.0, 2.9, 1.0], [0.5, -0.3, 1.4], [0.9, 1.4, 1.1]], "e_lumo_ev": 0.98, "max_force_ha_per_bohr": 0.100, "gap_ev": 9.02, "e_tot_ha": -340.65172, "e_above_lowest_kj_mol": 375.9}

No. 2
{"formula": "C4H6N2O", "method": "wB97M-V/def2-TZVPD", "symbols": ["O", "C", "N", "C", "C", "C", "N", "H", "H", "H", "H", "H", "H"], "coordinates": [[-1.94215, -1.24839, 1.65332], [-1.03846, -0.53373, 1.37243], [-1.13261, -0.57645, -0.57045], [0.05520, -0.72089, -0.99567], [1.01942, 0.30894, -0.57420], [0.53970, 1.06350, 0.67556], [-0.02230, 0.13728, 1.63449], [-1.83736, -1.23989, -0.86006], [0.74451, 0.80482, -1.53651], [0.38063, -1.44100, -1.74382], [2.07811, 0.02806, -0.58458], [1.35489, 1.60614, 1.16701], [-0.19959, 1.81162, 0.36248]], "atomic_forces_ev_per_a": [[0.4, 0.3, 0.0], [-0.1, -0.1, 1.3], [0.2, -0.2, -0.7], [-0.4, -0.5, 0.3], [-0.2, 0.2, -0.7], [0.0, 0.0, -0.3], [-0.5, 0.0, 0.1], [0.0, -0.2, -0.3], [1.1, 1.1, 0.5], [-0.1, -0.2, 0.0], [-0.4, -0.1, -0.1], [-0.1, -0.2, -0.3], [0.0, -0.1, 0.2]], "e_lumo_ev": 0.67, "max_force_ha_per_bohr": 0.032, "gap_ev": 9.98, "e_tot_ha": -340.71828, "e_above_lowest_kj_mol": 201.2}

No. 3
{"formula": "C4H6N2O", "method": "wB97M-V/def2-TZVPD", "symbols": ["N", "C", "O", "C", "C", "C", "N", "H", "H", "H", "H", "H", "H"], "coordinates": [[0.61179, 1.07485, 2.33614], [0.39991, 0.45630, 1.25316], [0.59855, 1.11629, 0.11239], [0.65815, 0.30598, -1.05731], [-0.72022, -0.21788, -1.41143], [-1.18455, -1.20581, -0.34525], [-0.63562, -1.02554, 0.79275], [0.47705, 0.56967, 3.20391], [-0.46793, -1.38884, 1.69721], [1.34148, -0.53562, -0.88176], [1.08531, 0.94088, -1.83130], [-1.43966, 0.61109, -1.46884], [-0.72425, -0.70138, -2.39968]], "atomic_forces_ev_per_a": [[0.0, -1.4, -0.7], [-1.2, 0.4, -0.8], [0.2, 0.0, 0.1], [0.0, -0.2, -0.5], [0.0, -0.1, 0.2], [0.3, -0.2, 0.8], [2.4, 3.4, 0.2], [-0.3, -0.2, -0.1], [-1.3, -1.8, 0.3], [-0.1, 0.2, -0.1], [0.0, 0.0, 0.0], [0.1, -0.1, 0.1], [0.0, 0.0, 0.4]], "e_lumo_ev": 0.68, "max_force_ha_per_bohr": 0.082, "gap_ev": 8.61, "e_tot_ha": -340.62377, "e_above_lowest_kj_mol": 449.3}